The following is a DFT calculation (ωB97M-V with the def2-TZVPD basis set) of 2 unconnected molecules or ions with the total composition C2H5ClN2O.

Its max |F| is 4.729 eV/A. Its frontier orbital gap is 8.53 eV. The calculation puts the HOMO energy at -0.303 hartree. The calculation puts the energy above the lowest of the compared OMol25 structures with the same formula, charge and spin at 100.9 kcal per mole. The LUMO energy is 0.3 eV.

Geometry (Å):
1 C -0.65316 0.01465 0.25085
2 C 0.76221 0.57598 0.11846
3 N -0.60792 -0.44833 -1.12071
4 N 0.76332 0.05836 -1.20554
5 O -1.69257 0.74945 0.66732
6 Cl 2.21251 -0.17737 1.08224
7 H -0.60305 -1.32590 1.35124
8 H 0.93490 1.62486 0.12192
9 H -1.01314 -1.30156 -1.47293
10 H 1.48407 -0.58722 -1.43003
11 H -1.58717 0.81709 1.63718


The following is a DFT calculation (ωB97M-V with the def2-TZVPD basis set) of 2 unconnected molecules or ions with the total composition C2H5ClO2.

Its max |F| is 4.074 eV/A. Its frontier orbital gap is 7.42 eV. The calculation puts the HOMO energy at -0.309 hartree. The calculation puts the energy above the lowest of the compared OMol25 structures with the same formula, charge and spin at 104.5 kcal per mole. The LUMO energy is -1.0 eV.

Geometry (Å):
1 C 0.94966 0.49400 0.35647
2 C 0.43406 -0.52911 -0.61414
3 O -0.24010 -1.54814 -0.22135
4 O -1.79170 0.89014 -0.94859
5 Cl -2.34268 0.33540 0.46895
6 H 0.14977 0.97773 0.84165
7 H 1.32418 -0.09784 1.30085
8 H 1.57714 1.25090 0.03627
9 H 0.99216 -0.60040 -1.61745
10 H -1.05248 -1.17267 0.39734


The following is a DFT calculation (ωB97M-V with the def2-TZVPD basis set) of 2 unconnected molecules or ions with the total composition C2H5ClO3.

Its max |F| is 5.024 eV/A. Its frontier orbital gap is 8.88 eV. The calculation puts the HOMO energy at -0.307 hartree. The calculation puts the energy above the lowest of the compared OMol25 structures with the same formula, charge and spin at 61.0 kcal per mole. The LUMO energy is 0.5 eV.

Geometry (Å):
1 C 1.19953 0.33578 -0.05855
2 C -0.81215 -0.32321 -0.03395
3 O 1.10691 1.64395 -0.30591
4 O -0.99075 -1.35696 0.88794
5 O -1.12389 -0.64667 -1.33852
6 Cl -1.59747 1.17629 0.35019
7 H 1.58606 0.20140 0.98722
8 H 1.56961 -0.30112 -0.98649
9 H 0.52076 2.27004 0.11772
10 H -0.58435 -1.43054 1.72969
11 H -0.87427 -1.56896 -1.34934


The following is a DFT calculation (ωB97M-V with the def2-TZVPD basis set) of C2H5ClO3 in the gas phase.

Its max |F| is 5.082 eV/A. Its frontier orbital gap is 10.68 eV. The calculation puts the HOMO energy at -0.381 hartree. The calculation puts the energy above the lowest of the compared OMol25 structures with the same formula, charge and spin at 44.2 kcal per mole. Its SMILES is COC(O)(O)Cl. The LUMO energy is 0.3 eV.

Geometry (Å):
1 C -1.10781 -1.06137 0.29246
2 O -0.29537 -0.58349 -0.70865
3 C 0.68344 0.18590 -0.45722
4 O 0.56933 0.56226 0.87520
5 O 0.51111 1.18113 -1.35639
6 Cl 2.59067 -0.31046 -0.20042
7 H -1.34385 -0.16943 0.89231
8 H -1.87028 -1.58841 -0.27868
9 H -0.64377 -1.63147 1.03602
10 H -0.01586 1.32269 0.91952
11 H 0.92237 2.09263 -1.01415


The following is a DFT calculation (ωB97M-V with the def2-TZVPD basis set) of 2 unconnected molecules or ions with the total composition C2H5ClS.

Its max |F| is 2.686 eV/A. Its frontier orbital gap (spin up / spin down) is 9.23 / 6.76 eV. The calculation puts the HOMO energy (spin up / spin down) at -0.338 / -0.312 hartree. The calculation puts the energy above the lowest of the compared OMol25 structures with the same formula, charge and spin at 74.5 kcal per mole. The LUMO energy (spin up / spin down) is 0.0 / -1.7 eV.

Geometry (Å):
1 C -2.89953 -0.99484 0.16381
2 C 3.48641 1.26604 -0.17324
3 S -1.33376 -0.20441 0.44775
4 Cl 2.17953 0.14647 -0.00608
5 H -2.91181 -1.15057 -1.00076
6 H -3.66598 -0.28244 0.34994
7 H -3.01586 -1.84821 0.77980
8 H 4.15860 1.59373 0.59616
9 H 4.00239 1.47423 -1.15736


The following is a DFT calculation (ωB97M-V with the def2-TZVPD basis set) of a molecular structure, C2H5CuO3.

Its expectation value of S² is 0.76. Its max |F| is 5.364 eV/A. Its frontier orbital gap (spin up / spin down) is 9.36 / 8.48 eV. The calculation puts the HOMO energy (spin up / spin down) at -0.548 / -0.555 hartree. As for the total charge: +1. The calculation puts the energy above the lowest of the compared OMol25 structures with the same formula, charge and spin at 34.4 kcal per mole. As for the spin multiplicity: 2. The LUMO energy (spin up / spin down) is -5.6 / -6.6 eV.

Geometry (Å):
1 H 0.27050 -0.34330 -2.22773
2 O 0.97007 1.11885 -1.01556
3 O 1.95415 0.37350 -0.55890
4 C -0.09007 0.48169 -1.60270
5 H -0.68787 1.22512 -2.13533
6 Cu 2.06838 0.26934 1.56589
7 O 0.12825 -0.41619 2.05277
8 C -0.93386 -0.66598 1.41526
9 H -1.86115 -0.29544 1.90366
10 H -0.74206 -0.03919 -0.46859
11 H -1.07634 -1.70840 1.07123


The following is a DFT calculation (ωB97M-V with the def2-TZVPD basis set) of 2 unconnected molecules or ions with the total composition C2H5F2N.

Its max |F| is 3.202 eV/A. Its frontier orbital gap is 11.10 eV. The calculation puts the HOMO energy at -0.373 hartree. The calculation puts the energy above the lowest of the compared OMol25 structures with the same formula, charge and spin at 33.5 kcal per mole. Its SMILES is [H]/N=C(/C)F.F. The LUMO energy is 0.9 eV.

Geometry (Å):
1 H 0.77135 0.49721 2.43282
2 N 0.14784 0.74907 1.67617
3 C -0.29448 -0.22438 1.00949
4 C -1.39674 -0.25513 0.03551
5 F 0.14681 -1.54677 1.32290
6 H -2.04669 0.59602 0.19828
7 H -0.93657 -0.06273 -0.91452
8 H -2.05426 -1.10723 -0.11779
9 F -0.54614 2.16949 0.20409
10 H -0.20387 2.95830 0.53511


The following is a DFT calculation (ωB97M-V with the def2-TZVPD basis set) of 2 unconnected molecules or ions with the total composition C2H5F2NS.

Its max |F| is 4.834 eV/A. Its frontier orbital gap (spin up / spin down) is 8.59 / 8.59 eV. The calculation puts the HOMO energy (spin up / spin down) at -0.303 / -0.303 hartree. The calculation puts the energy above the lowest of the compared OMol25 structures with the same formula, charge and spin at 63.1 kcal per mole. The LUMO energy (spin up / spin down) is 0.3 / 0.3 eV.

Geometry (Å):
1 C -0.67685 0.42898 -0.64070
2 C -1.76923 -0.16391 0.21042
3 N 0.81348 -0.93087 -0.63013
4 F -1.94721 -1.48355 -0.06534
5 F -2.93327 0.51536 -0.11670
6 S 2.21286 -0.36655 -0.05132
7 H -1.06036 0.36319 -1.72000
8 H -0.10918 1.23531 -0.25742
9 H -1.78042 0.08237 1.23454
10 H 0.97214 -1.07778 -1.59400
11 H 1.95643 -0.41197 1.29946


The following is a DFT calculation (ωB97M-V with the def2-TZVPD basis set) of 2 unconnected molecules or ions with the total composition C2H5F3NO.

Its max |F| is 4.180 eV/A. Its frontier orbital gap is 9.78 eV. The calculation puts the HOMO energy at -0.591 hartree. As for the total charge: +1. The calculation puts the energy above the lowest of the compared OMol25 structures with the same formula, charge and spin at 18.3 kcal per mole. The LUMO energy is -6.3 eV.

Geometry (Å):
1 C -0.97065 0.27484 0.32118
2 C -0.10214 1.21611 -0.37530
3 N 0.53131 -1.50799 0.61601
4 O 0.12060 1.05781 -1.62518
5 F 1.02531 -1.66190 -0.62834
6 F 0.68247 -2.68169 1.16787
7 F 1.52681 -0.78043 1.25330
8 H -1.02975 -0.60128 -0.56447
9 H -0.82385 0.32333 1.41531
10 H -1.97424 0.63118 0.30587
11 H 0.43291 2.01386 0.17511
12 H 0.58123 1.71615 -2.06138


The following is a DFT calculation (ωB97M-V with the def2-TZVPD basis set) of 2 unconnected molecules or ions with the total composition C2H5F4NO7PS2.

Its max |F| is 8.501 eV/A. Its frontier orbital gap is 3.45 eV. The calculation puts the HOMO energy at -0.104 hartree. As for the total charge: -1. The LUMO energy is 0.6 eV.

Geometry (Å):
1 O -0.37825 2.65385 -1.99497
2 S 0.13082 1.39752 -2.65789
3 O 1.20633 1.63170 -3.66309
4 F -1.19775 0.79699 -3.53280
5 N 0.65667 0.25034 -1.45409
6 P -0.69716 -0.55983 -0.58917
7 O -2.03538 0.51976 -0.40882
8 O -1.28404 -1.70515 -1.73448
9 S 1.85033 0.90931 -0.38314
10 O 3.02502 -0.02552 -0.29325
11 O 2.39726 2.20746 -0.93691
12 C 1.24014 1.28435 1.33412
13 F 0.94059 0.14362 2.09721
14 F 2.33538 1.89182 2.00635
15 F 0.20431 2.23916 1.37467
16 H -2.33510 0.84750 -1.28660
17 H -2.26422 -1.72280 -1.66937
18 C -0.77874 -2.55404 2.72765
19 O -1.51588 -2.64868 1.61883
20 H 0.10147 -3.22933 2.80986
21 H -0.31031 -1.57135 2.94217
22 H -1.29150 -2.75669 3.69369


| no. | electronic energy (Ha) |
| --- | --- |
| 1 | -723.9753 |
| 2 | -689.7022 |
| 3 | -765.0158 |
| 4 | -765.0425 |
| 5 | -937.4394 |
| 6 | -1944.8788 |
| 7 | -333.6485 |
| 8 | -731.7695 |
| 9 | -508.2399 |
| 10 | -2197.7128 |